No. 1
A 2-piece molecular cluster, C8H13N2O2PS2 overall. Source: OMol25; level of theory: ωB97M-V/def2-TZVPD.

Its total charge is 0. The SMILES is N#CC[C@@H](C#N)[PH2]=S.O=S1(=O)CCCC1. For the molar mass, the calculation gives 264.3 g mol⁻¹. For the LUMO energy, the calculation gives 0.13 eV. The multiplicity is 1. The gap between HOMO and LUMO comes out at 8.79 eV. For the energy, the calculation gives -1710.14203 a.u.

XYZ file:
```
28
Properties=species:S:1:pos:R:3:lowdin_charge:R:1
N 4.27412 4.19944 2.41536 0.071
C 4.62049 3.38956 1.43583 -0.151
C 4.89155 2.20541 0.29254 -0.184
C 4.06928 0.81737 0.58473 -0.474
C 4.92522 -0.17590 1.57614 -0.144
N 5.60993 -0.97510 2.36708 0.082
P 2.29925 1.16753 1.21023 0.362
S 1.04273 0.37571 -0.07510 0.218
H 6.04913 2.01425 0.28804 0.127
H 4.48570 2.62065 -0.74906 0.140
H 3.96506 0.25774 -0.44547 0.118
H 1.95528 2.56740 1.31667 -0.008
H 2.17130 0.55568 2.53490 0.005
O -1.58501 0.43696 -0.85567 -0.445
S -1.98102 -0.90124 -1.24107 0.623
O -1.08873 -1.80230 -1.94276 -0.338
C -2.62506 -1.73531 0.19600 -0.234
C -4.10638 -1.38826 0.19924 -0.228
C -4.56471 -1.51517 -1.25280 -0.223
C -3.53107 -0.80322 -2.12389 -0.228
H -2.10211 -1.39496 1.09136 0.110
H -2.47259 -2.80961 0.05574 0.112
H -4.67235 -2.04841 0.86294 0.117
H -4.24988 -0.35706 0.54343 0.121
H -4.61222 -2.57558 -1.52888 0.119
H -5.56354 -1.09271 -1.40029 0.116
H -3.42515 -1.28629 -3.09854 0.106
H -3.77923 0.25340 -2.25671 0.107
```

=====

No. 2
C8H13N2O7Rh as an isolated structure. Source: OMol25; level of theory: ωB97M-V/def2-TZVPD.

Its total charge is 0. For the molar mass, the calculation gives 352.1 g mol⁻¹. For the LUMO energy (alpha / beta), the calculation gives 0.09 / -2.65 eV. The value obtained for the energy above the lowest of the compared OMol25 structures with the same formula, charge and spin is 0.037 eV. The multiplicity is 5. The gap between HOMO and LUMO (alpha / beta) comes out at 9.55 / 7.32 eV. For the energy, the calculation gives -1059.34130 a.u.

XYZ file:
```
31
Properties=species:S:1:pos:R:3:mulliken_spin:R:1
Rh -0.17201 -0.18206 0.04106 2.894
O -1.61069 1.46246 1.08644 0.078
C -1.79433 2.47400 0.07835 0.017
C -0.45558 2.90763 -0.48033 -0.007
N 0.34917 1.79690 -1.03554 0.138
C 1.76901 1.96556 -0.69331 0.006
C 1.96355 1.77030 0.82093 -0.003
O 2.88407 2.30839 1.38694 0.019
O 1.05734 1.01246 1.37336 0.184
C 0.05577 1.51954 -2.44068 -0.022
C -1.14024 0.57433 -2.60914 0.011
O -1.63914 0.44208 -3.69791 0.026
O -1.51912 -0.03580 -1.51588 0.210
H -0.91465 1.76798 1.69100 -0.005
H -2.43215 2.02459 -0.67611 -0.004
H -2.30789 3.33687 0.50718 0.000
H -0.60152 3.67801 -1.24441 0.005
H 0.12287 3.36390 0.32541 -0.003
H 2.35379 1.20403 -1.21310 -0.002
H 2.14977 2.94902 -0.97774 0.002
H -0.13954 2.43097 -3.01036 0.001
H 0.91591 1.03083 -2.90062 0.009
N -0.56145 -1.22842 2.02877 0.159
C -0.12933 -2.63290 1.94714 -0.002
C 0.87273 -2.84585 0.81007 0.007
O 1.47779 -3.87883 0.71109 0.033
O 0.99189 -1.82237 -0.01292 0.262
H 0.06328 -0.66831 2.60330 -0.012
H -1.50383 -1.12871 2.38613 -0.007
H -0.99336 -3.26310 1.73775 0.002
H 0.31135 -2.98824 2.87772 0.004
```

=====

No. 3
A 2-piece molecular cluster, C8H13N2OP overall. Source: OMol25; level of theory: ωB97M-V/def2-TZVPD.

Its total charge is 0. For the molar mass, the calculation gives 184.2 g mol⁻¹. For the LUMO energy (alpha / beta), the calculation gives 0.90 / -1.64 eV. The value obtained for the energy above the lowest of the compared OMol25 structures with the same formula, charge and spin is 0.000 eV. The multiplicity is 3. The gap between HOMO and LUMO (alpha / beta) comes out at 8.96 / 7.63 eV. For the energy, the calculation gives -838.56959 a.u.

XYZ file:
```
25
Properties=species:S:1:pos:R:3:mulliken_spin:R:1
C -0.09157 -3.44972 0.93271 -0.041
C 0.95283 -2.74584 1.45038 0.062
C -0.87632 -2.89756 -0.03042 0.056
C 1.35531 -1.48895 0.93213 -0.001
C -0.60889 -1.62338 -0.45581 -0.032
C 0.48636 -0.93464 -0.02150 0.829
C 0.73053 1.57869 1.27543 0.016
C -0.36076 3.44050 -0.47169 0.043
N -0.28520 0.87817 -2.60101 0.321
N 0.60724 1.10468 -1.61918 0.602
O -1.65526 1.10513 -0.20257 0.017
P -0.24185 1.60268 -0.29045 0.037
H -0.51743 -4.44316 1.40342 0.003
H 1.44646 -3.34454 2.17566 0.008
H -1.79776 -3.28079 -0.39987 0.006
H 2.18113 -0.94501 1.38977 0.014
H -1.27839 -1.33815 -1.28771 0.029
H 0.25140 2.23935 1.96158 0.004
H 0.72692 0.65317 1.74955 -0.005
H 1.81205 1.85889 1.18321 0.002
H -1.02636 3.73189 0.30425 0.001
H 0.57739 3.92753 -0.44895 0.000
H -1.00433 3.66506 -1.44146 0.004
H -1.26197 0.65189 -2.26158 0.003
H -0.12154 0.05411 -3.22591 0.022
```

=====

No. 4
A 2-piece molecular cluster, C8H13N3O overall. Source: OMol25; level of theory: ωB97M-V/def2-TZVPD.

Its total charge is 0. For the molar mass, the calculation gives 167.2 g mol⁻¹. For the LUMO energy (alpha / beta), the calculation gives 0.65 / 0.65 eV. The value obtained for the energy above the lowest of the compared OMol25 structures with the same formula, charge and spin is 5.434 eV. The multiplicity is 1. The gap between HOMO and LUMO (alpha / beta) comes out at 7.41 / 7.41 eV. For the energy, the calculation gives -551.95998 a.u.

XYZ file:
```
25
Properties=species:S:1:pos:R:3:lowdin_charge:R:1
C 3.97143 2.98065 -0.47314 -0.091
C 3.79226 1.64384 -0.29354 -0.142
C 2.71908 3.51062 -0.90258 -0.063
C -2.89234 -2.67031 0.05273 -0.242
C -2.23277 -2.12879 1.31403 -0.205
C -2.68819 -1.65362 -1.00003 -0.112
C -0.76988 -1.87120 0.99221 -0.218
C -1.57958 -0.90053 -0.98432 -0.134
N 2.46291 1.36032 -0.45266 0.076
N 1.86350 2.47850 -0.95463 -0.307
N 0.58015 2.52506 -1.23058 -0.003
O -0.58042 -0.86035 -0.00578 -0.134
H 4.85243 3.52148 -0.20242 0.088
H 4.54442 0.90952 0.12493 0.128
H 2.49610 4.45709 -1.33681 0.110
H -2.37364 -3.72919 -0.17289 0.158
H -3.96474 -2.90590 0.27379 0.114
H -2.60668 -1.21296 1.78851 0.128
H -2.17496 -3.03052 1.98987 0.128
H 1.94549 0.48995 -0.33547 0.160
H -3.44891 -1.78853 -1.85781 0.134
H -0.30201 -1.32414 1.88856 0.143
H -0.20021 -2.78225 0.73258 0.128
H -1.21518 -0.28111 -1.78866 0.107
H 0.17389 1.48543 -1.08899 0.048
```

=====

No. 5
A single C8H13N3O4 molecule. Source: OMol25; level of theory: ωB97M-V/def2-TZVPD.

Its total charge is 0. The SMILES is O=c1[nH]cc(N(CCO)CCO)c(=O)[nH]1. For the molar mass, the calculation gives 215.2 g mol⁻¹. For the LUMO energy, the calculation gives 0.52 eV. The value obtained for the energy above the lowest of the compared OMol25 structures with the same formula, charge and spin is 0.000 eV. The multiplicity is 1. The gap between HOMO and LUMO comes out at 8.33 eV. For the energy, the calculation gives -777.89136 a.u.

XYZ file:
```
28
Properties=species:S:1:pos:R:3:lowdin_charge:R:1
O -4.76069 -0.65907 0.51921 0.078
C -3.58848 -0.49644 0.27840 -0.529
N -2.66951 -1.49992 0.22850 0.123
C -1.34003 -1.31099 -0.07789 -0.008
C -0.81027 -0.08677 -0.36992 -0.130
N 0.49310 0.06056 -0.79781 -0.097
C 1.15358 1.34488 -0.87492 -0.139
C 1.71261 1.84229 0.47172 -0.233
O 0.73519 1.92162 1.47098 -0.054
C 1.32904 -1.11346 -0.89455 -0.140
C 1.79579 -1.70368 0.46252 -0.245
O 3.18554 -1.60687 0.64558 -0.062
C -1.71951 1.06471 -0.24777 -0.363
O -1.43021 2.24731 -0.34341 0.050
N -3.02815 0.74117 0.02888 0.216
H -3.00278 -2.43064 0.43129 0.163
H -0.75669 -2.21342 -0.07432 0.115
H 0.44704 2.08536 -1.24932 0.112
H 1.97644 1.26319 -1.58977 0.124
H 2.47697 1.16147 0.85758 0.100
H 2.18451 2.82248 0.30244 0.122
H -0.01479 2.41510 1.10619 0.068
H 2.22279 -0.84484 -1.46268 0.127
H 0.79553 -1.87174 -1.47538 0.118
H 1.58688 -2.77468 0.50693 0.116
H 1.25657 -1.20661 1.27883 0.124
H 3.42985 -0.68280 0.77125 0.071
H -3.66035 1.53182 0.09743 0.175
```

=====

No. 6
A single C8H13N3O6 molecule. Source: OMol25; level of theory: ωB97M-V/def2-TZVPD.

Its total charge is 0. The SMILES is NC(=O)C[C@H](N)C(=O)N[C@@H](CC(=O)O)C(=O)O. For the molar mass, the calculation gives 247.2 g mol⁻¹. For the LUMO energy, the calculation gives 0.36 eV. The value obtained for the energy above the lowest of the compared OMol25 structures with the same formula, charge and spin is 2.344 eV. The multiplicity is 1. The gap between HOMO and LUMO comes out at 10.20 eV. For the energy, the calculation gives -928.36695 a.u.

XYZ file:
```
30
Properties=species:S:1:pos:R:3:lowdin_charge:R:1
N -0.77621 2.91108 0.71210 0.193
C -0.87840 2.14943 -0.40893 -0.533
O 0.01055 1.85216 -1.14079 0.084
C -2.21217 1.41202 -0.39002 -0.045
C -2.00143 -0.10763 -0.70293 -0.292
N -3.27985 -0.62995 -1.35321 0.017
C -1.88754 -0.88755 0.59075 -0.463
O -2.90381 -1.00298 1.22215 0.068
N -0.64128 -0.94584 1.20265 0.152
C 0.64894 -0.84548 0.37150 -0.168
C 1.68022 0.07561 1.09389 -0.025
C 2.51568 0.85252 0.16267 -0.559
O 2.80297 2.02233 0.36047 0.094
O 3.17148 0.25699 -0.81338 0.097
C 1.08975 -2.20306 -0.05088 -0.492
O 0.33446 -3.13918 -0.25106 0.119
O 2.32330 -2.24028 -0.51548 0.132
H -0.03113 3.61590 0.65499 0.134
H -1.45543 3.10550 1.33425 0.056
H -3.07541 1.65670 -1.03368 0.128
H -2.69968 1.42891 0.63666 0.137
H -1.26542 -0.24563 -1.51196 0.139
H -4.03250 -0.36156 -0.59174 0.113
H -3.29574 -1.64996 -1.24939 0.070
H -0.62453 -1.50570 2.01894 0.134
H 0.34159 -0.30031 -0.53737 0.127
H 1.06619 0.86824 1.56944 0.128
H 2.18367 -0.34750 2.00092 0.162
H 3.40892 1.08296 -1.38160 0.211
H 2.71900 -1.36195 -0.73176 0.081
```